# C6H8N2O2

A cluster of 2 separate species, C6H8N2O2 in total at a distorted geometry (ωB97M-V/def2-TZVPD, OMol25).

2S+1   1
Energy above the lowest of the compared OMol25 structures with the same formula, charge and spin   92.6 kcal per mole
SMILES   O=c1cc[nH]c(=O)[nH]1.C=C
Kohn-Sham gap   9.4 eV
Highest occupied orbital energy   -9.24 eV

Last column: Löwdin charge in e.
Atoms and positions in Å:
O1 0.62 -0.60 2.69  0.0453
C1 0.00 -0.73 1.63  -0.5165
C2 -1.44 -0.52 1.51  0.0055
C3 -2.09 -0.15 0.35  -0.0751
N1 -1.39 -0.42 -0.76  0.0988
C4 -0.07 -0.86 -0.83  -0.4932
O2 0.44 -0.83 -1.89  0.0492
N2 0.66 -1.19 0.46  0.1514
H1 -1.98 -0.60 2.44  0.1079
H2 -3.11 0.01 0.43  0.1045
H3 -1.79 0.03 -1.69  0.2248
H4 1.78 -1.05 0.52  0.2224
C5 1.39 1.26 -0.19  -0.0873
C6 1.43 1.11 -1.47  -0.0710
H5 0.49 1.00 0.42  0.0513
H6 2.29 1.62 0.40  0.0946
H7 0.52 0.64 -1.94  0.0405
H8 2.26 1.27 -2.06  0.0470

# C6H8N2O2

A cluster of 2 separate species, C6H8N2O2 in total at a distorted geometry (ωB97M-V/def2-TZVPD, OMol25).

2S+1   1
Energy above the lowest of the compared OMol25 structures with the same formula, charge and spin   117.0 kcal per mole
SMILES   Cn1cc(O)cc1C#N.O
Kohn-Sham gap   8.4 eV
Highest occupied orbital energy   -8.18 eV

Last column: Löwdin charge in e.
Atoms and positions in Å:
C1 1.78 1.35 0.71  -0.0128
N1 1.23 0.19 0.04  -0.1150
C2 1.10 -1.04 0.62  -0.0218
C3 0.12 -1.74 -0.09  -0.2999
O1 -1.04 -2.19 0.47  0.0551
C4 0.09 -1.11 -1.36  0.0359
C5 0.42 0.23 -1.08  -0.2418
C6 -0.45 1.35 -1.32  -0.1487
N2 -1.00 2.38 -1.16  0.1451
H1 0.99 1.96 1.16  0.0969
H2 2.44 0.99 1.52  0.0923
H3 2.35 1.97 0.01  0.0990
H4 1.53 -1.26 1.59  0.1289
H5 -0.87 -2.56 1.35  0.1199
H6 -0.50 -1.44 -2.21  0.1226
O2 -2.91 0.26 0.04  -0.1698
H7 -2.45 -0.58 0.09  -0.0049
H8 -2.84 1.26 -0.39  0.1188

# C6H8N2O2

A cluster of 2 separate species, C6H8N2O2 in total at a distorted geometry (ωB97M-V/def2-TZVPD, OMol25).

2S+1   1
Energy above the lowest of the compared OMol25 structures with the same formula, charge and spin   98.4 kcal per mole
Kohn-Sham gap   9.2 eV
Highest occupied orbital energy   -8.76 eV

Last column: Löwdin charge in e.
Atoms and positions in Å:
C1 0.06 -0.16 0.06  0.0779
C2 0.08 -1.34 -0.65  -0.2956
C3 0.30 1.01 -0.70  -0.4021
C4 -0.08 0.23 2.32  -0.3041
C5 0.26 -1.00 -2.10  -0.1187
C6 0.29 0.50 -2.15  -0.1057
N1 0.15 -0.63 3.22  0.0744
N2 -0.50 1.51 2.13  0.0843
O1 -0.41 -2.50 -0.26  0.1216
O2 0.27 2.24 -0.43  -0.0085
H1 1.24 -1.35 -2.33  0.1137
H2 -0.51 -1.51 -2.74  0.1484
H3 -0.67 0.97 -2.45  0.1400
H4 0.99 0.86 -2.88  0.1105
H5 -0.79 -2.51 0.61  0.1158
H6 0.01 -0.29 4.18  0.0589
H7 -0.49 1.84 1.18  0.0272
H8 -0.20 2.13 2.99  0.1618

# C6H8N2O2

The molecule C6H8N2O2 at a distorted geometry (ωB97M-V/def2-TZVPD, OMol25).

2S+1   1
Energy above the lowest of the compared OMol25 structures with the same formula, charge and spin   85.9 kcal per mole
SMILES   O=C(O)CCc1ncc[nH]1
Kohn-Sham gap   9.0 eV
Highest occupied orbital energy   -8.40 eV

Last column: Löwdin charge in e.
Atoms and positions in Å:
O1 3.16 -0.82 0.77  0.1763
C1 2.83 -0.03 0.02  -0.5700
O2 3.66 0.68 -0.74  0.1291
C2 1.36 0.21 -0.41  0.0015
C3 0.35 -0.76 0.36  -0.0367
C4 -1.09 -0.37 0.10  -0.3211
N1 -1.90 -1.09 -0.61  0.1164
C5 -3.10 -0.44 -0.53  -0.0955
C6 -2.92 0.76 0.22  -0.0972
N2 -1.66 0.77 0.58  0.1109
H1 4.50 0.32 -0.40  0.1350
H2 1.33 0.06 -1.30  0.0205
H3 1.01 1.12 -0.09  0.0967
H4 0.51 -1.67 0.12  0.0559
H5 0.66 -0.74 1.29  0.0703
H6 -3.85 -0.86 -0.82  -0.0107
H7 -3.77 1.55 0.49  0.1535
H8 -1.08 1.32 0.96  0.0649

# C6H8N2O2S

A cluster of 2 separate species, C6H8N2O2S in total at a distorted geometry (ωB97M-V/def2-TZVPD, OMol25).

2S+1   1
Energy above the lowest of the compared OMol25 structures with the same formula, charge and spin   99.8 kcal per mole
Kohn-Sham gap   8.8 eV
Highest occupied orbital energy   -9.40 eV

Last column: Löwdin charge in e.
Atoms and positions in Å:
C1 1.20 1.43 2.48  -0.0849
C2 1.05 0.11 2.21  -0.1004
C3 0.41 2.41 1.84  -0.0626
C4 0.29 -0.27 1.14  -0.0316
C5 -0.34 2.01 0.78  -0.0468
C6 -0.34 0.69 0.33  -0.2644
N1 -0.91 0.11 -0.84  -0.0606
N2 -1.14 0.91 -1.79  0.1052
O1 0.21 -2.22 -1.82  -0.3619
O2 -1.08 -2.60 -3.90  -0.5146
S1 -0.97 -3.04 -2.56  0.7778
H1 1.96 1.69 3.21  0.1060
H2 1.69 -0.56 2.89  0.1389
H3 0.39 3.47 1.91  0.0983
H4 0.42 -1.28 0.66  0.1213
H5 -0.88 2.71 0.16  0.1044
H6 -0.16 -1.40 -1.60  -0.0756
H7 -1.56 0.27 -2.61  0.1101
H8 -0.23 -4.43 -2.50  0.0415

# C6H8N2O3S

The molecule C6H8N2O3S at a distorted geometry (ωB97M-V/def2-TZVPD, OMol25).

2S+1   1
Energy above the lowest of the compared OMol25 structures with the same formula, charge and spin   209.9 kcal per mole
Kohn-Sham gap (alpha / beta)   7.3 / 7.3 eV
Highest occupied orbital energy (alpha / beta)   -8.09 / -8.09 eV

Last column: Löwdin charge in e.
Atoms and positions in Å:
C1 -1.06 0.09 -1.16  -0.1288
C2 0.17 -0.39 -1.49  -0.3141
C3 1.19 -0.12 -0.63  0.1085
C4 -0.03 1.28 0.48  -0.1778
C5 0.10 -1.28 -2.69  -0.0271
C6 0.83 1.11 3.11  -0.2202
N1 -1.19 0.96 -0.08  0.0149
N2 2.55 -0.39 -0.35  -0.4085
O1 2.95 -1.22 -1.13  0.0758
O2 3.18 0.23 0.54  0.0327
O3 -1.23 2.56 2.28  -0.5496
S1 0.18 2.35 1.90  0.8989
H1 -2.03 0.07 -1.80  0.1548
H2 0.36 -0.58 -3.42  0.0695
H3 0.85 -2.08 -2.49  0.1020
H4 -0.92 -1.64 -2.91  0.0895
H5 1.76 0.82 2.85  -0.0238
H6 0.20 0.25 3.21  0.0567
H7 1.13 1.64 4.10  0.1021
H8 -2.07 1.39 0.09  0.1446

# C6H8N2S

The molecule C6H8N2S at a distorted geometry (ωB97M-V/def2-TZVPD, OMol25).

2S+1   1
Energy above the lowest of the compared OMol25 structures with the same formula, charge and spin   101.2 kcal per mole
Kohn-Sham gap   8.6 eV
Highest occupied orbital energy   -8.06 eV

Last column: Löwdin charge in e.
Atoms and positions in Å:
C1 -0.98 -1.98 0.06  -0.0756
C2 -2.18 -1.39 -0.34  -0.1355
C3 -0.16 -0.90 0.32  -0.0397
C4 -0.79 0.26 -0.05  -0.3078
C5 0.06 1.51 0.14  -0.0904
C6 1.55 1.05 -0.10  -0.3554
N1 -2.06 -0.02 -0.39  0.0594
N2 1.75 -0.18 0.60  -0.3714
S1 2.73 -1.35 -0.30  0.7145
H1 -0.92 -3.03 0.39  0.1087
H2 -3.10 -1.83 -0.65  0.0973
H3 -0.31 2.15 -0.71  0.1197
H4 0.02 1.90 1.18  0.1193
H5 1.77 0.80 -1.18  0.0937
H6 2.24 1.78 0.08  0.0740
H7 -2.70 0.57 -0.97  0.1831
H8 3.08 -1.93 0.78  -0.1937

# C6H8N2S

The molecule C6H8N2S at a distorted geometry (ωB97M-V/def2-TZVPD, OMol25).

2S+1   1
Energy above the lowest of the compared OMol25 structures with the same formula, charge and spin   77.3 kcal per mole
SMILES   c1csc([C@@H]2CNN2)c1
Kohn-Sham gap   9.2 eV
Highest occupied orbital energy   -8.32 eV

Last column: Löwdin charge in e.
Atoms and positions in Å:
C1 -1.54 0.05 -2.09  -0.2168
C2 -2.09 -1.15 -1.80  -0.4188
S1 -1.30 -1.79 -0.43  1.0170
C3 -0.07 -0.56 -0.48  -0.5128
C4 0.96 -0.43 0.61  -0.2562
C5 0.43 0.19 2.10  -0.1413
N1 1.41 1.23 1.95  -0.0680
N2 1.72 0.88 0.54  -0.0539
C6 -0.31 0.30 -1.50  -0.1458
H1 -1.94 0.44 -3.01  0.1014
H2 -2.95 -1.58 -2.11  0.0344
H3 1.54 -1.29 0.81  0.1071
H4 -0.69 0.11 2.20  0.1180
H5 0.86 -0.50 2.84  0.0856
H6 0.96 2.15 1.79  0.1109
H7 2.70 0.75 0.21  0.1137
H8 0.33 1.20 -1.63  0.1255

# C6H8N3O

The ion C6H8N3O with charge +1 at a distorted geometry (ωB97M-V/def2-TZVPD, OMol25).

Net charge   +1
2S+1   1
Energy above the lowest of the compared OMol25 structures with the same formula, charge and spin   94.4 kcal per mole
Kohn-Sham gap (alpha / beta)   5.6 / 6.2 eV
Highest occupied orbital energy (alpha / beta)   -12.60 / -13.04 eV

Last column: Löwdin charge in e.
Atoms and positions in Å:
C1 -3.59 0.63 -0.33  -0.0250
C2 -3.67 -0.71 0.06  0.0263
C3 -1.63 -0.07 0.09  -0.3137
C4 0.62 0.91 0.13  -0.0971
C5 3.04 0.26 0.26  -0.3132
C6 -0.25 -0.20 0.22  0.1342
N1 -2.32 1.00 -0.30  0.1947
N2 1.88 0.99 0.31  0.1324
N3 3.18 -0.99 -0.40  0.0524
O1 -2.45 -1.13 0.33  0.1323
H1 -4.38 1.30 -0.62  0.1328
H2 -4.50 -1.38 0.17  0.1532
H3 0.13 1.88 0.06  0.1391
H4 3.81 0.98 -0.09  0.1598
H5 3.34 0.14 1.33  0.1703
H6 0.13 -1.16 0.53  0.1450
H7 2.54 -1.18 -1.15  0.0840
H8 4.13 -1.27 -0.60  0.0925

# C6H8N4O2

A cluster of 2 separate species, C6H8N4O2 in total at a distorted geometry (ωB97M-V/def2-TZVPD, OMol25).

2S+1   3
Energy above the lowest of the compared OMol25 structures with the same formula, charge and spin   0.0 kcal per mole
Kohn-Sham gap (alpha / beta)   4.9 / 6.3 eV
Highest occupied orbital energy (alpha / beta)   -4.75 / -7.93 eV

Last column: Mulliken spin population.
Atoms and positions in Å:
C1 -1.26 0.02 0.09  0.3193
C2 0.11 -0.57 -0.17  0.0296
C3 3.65 -0.25 0.07  0.0001
C4 -2.27 -1.06 0.18  -0.0437
C5 -0.35 2.16 -0.15  -0.0044
C6 1.01 1.57 0.27  -0.0082
N1 -1.46 1.28 0.17  0.3794
N2 1.16 0.15 0.01  0.6765
N3 0.02 -1.83 -0.47  0.4971
N4 -1.42 -2.32 -0.32  0.0065
O1 3.93 0.61 -0.62  0.0022
O2 3.51 -1.08 0.80  -0.0016
H1 -2.64 -1.33 1.21  0.0229
H2 -3.19 -0.79 -0.51  0.0263
H3 -0.53 3.06 0.42  0.0041
H4 -0.37 2.35 -1.23  0.0068
H5 1.89 1.99 -0.28  0.0275
H6 1.33 1.79 1.28  0.0519
H7 -1.34 -3.01 0.42  -0.0031
H8 -1.79 -2.74 -1.18  0.0108